{
  "formula": "C77H75BrNO23Si",
  "method": "ωB97M-V/def2-TZVPD",
  "elements": ["H", "H", "H", "C", "C", "C", "C", "C", "O", "H", "H", "O", "O", "H", "Br", "H", "C", "H", "C", "C", "C", "C", "H", "H", "C", "C", "C", "H", "H", "H", "O", "H", "H", "C", "H", "C", "H", "O", "C", "H", "O", "C", "C", "C", "C", "C", "C", "H", "N", "H", "H", "H", "H", "H", "C", "C", "C", "C", "H", "C", "C", "H", "H", "H", "O", "O", "H", "C", "C", "H", "H", "H", "H", "O", "C", "O", "C", "C", "C", "C", "H", "C", "O", "C", "H", "H", "Si", "H", "C", "H", "C", "C", "C", "C", "O", "H", "C", "C", "C", "H", "C", "C", "C", "H", "H", "C", "H", "C", "H", "H", "C", "C", "H", "C", "C", "O", "H", "O", "C", "H", "O", "H", "H", "C", "C", "H", "H", "H", "H", "H", "C", "C", "C", "C", "O", "C", "C", "H", "C", "O", "H", "C", "C", "H", "C", "H", "H", "O", "C", "C", "C", "O", "H", "H", "H", "H", "H", "O", "H", "H", "H", "H", "C", "H", "C", "C", "C", "C", "H", "H", "H", "O", "C", "H", "O", "C", "O", "H"],
  "coordinates": [[3.7891, -6.0493, 5.1798], [-0.2668, 3.0900, 5.0567], [-6.9394, 6.0859, -0.8682], [-4.7158, 6.5646, -6.6990], [-3.2455, 1.2051, 8.1159], [5.9752, -6.4704, -3.4825], [-6.2017, 5.2995, -0.9688], [-1.0467, -0.4721, 7.3668], [9.2221, -4.6926, 3.9815], [0.6871, 3.9611, 2.9221], [8.2983, -7.6180, 0.7357], [1.2737, -5.4329, 5.3286], [0.9783, -7.9829, 0.8432], [-6.4159, 7.8410, 0.7033], [5.6280, -2.8035, -1.8238], [-0.1849, 1.7478, -1.7139], [-5.3807, 4.9969, 0.2279], [-3.3596, 5.0711, -10.8969], [2.1473, 0.7321, 5.9153], [0.5560, 4.5847, 3.7988], [1.7313, -0.3673, 0.1628], [-5.3602, 7.5724, -7.5791], [0.4777, 1.2985, 0.7287], [7.5403, -8.9697, -5.3617], [0.7073, -7.5881, 4.5741], [3.1097, -6.8401, 4.8872], [6.6106, -5.4026, -3.9470], [-2.9723, -0.9554, 1.1607], [3.4455, -8.0624, 0.0649], [5.2441, 0.8442, -2.7411], [-4.8498, 2.9560, -3.2664], [9.5156, -6.9978, 2.8223], [2.2692, -1.5397, 1.7938], [-5.0274, 3.9649, -11.5933], [-4.0670, 1.8072, 8.4819], [3.1055, -8.9112, -1.8449], [-6.6200, 4.8389, -2.9879], [-6.9130, 2.6457, -12.0881], [2.1001, -9.4291, -2.8103], [0.1670, 7.0423, 6.8587], [-1.3684, 0.4213, 5.2085], [6.2848, -7.8313, -3.9735], [0.0487, 4.1212, 4.9366], [8.8247, -6.3251, 2.3307], [-4.1922, 3.2585, -1.0311], [2.4766, 1.2029, 4.5039], [3.1502, -0.6276, -0.4197], [-0.4973, -2.2567, -2.3517], [1.8152, -0.6332, 1.6379], [-0.2906, -0.8880, 1.5534], [-1.8698, -3.1844, -1.7493], [5.9116, -1.1177, -3.6626], [3.5090, 1.3403, -1.3240], [4.3534, 1.3436, 1.2253], [5.1351, -1.2723, -2.9106], [4.9897, 0.0050, -2.0804], [1.6619, -6.5260, 4.9630], [7.2341, -5.7120, 0.5689], [3.1408, -1.6492, -0.8174], [-5.7586, 8.8249, 2.4518], [-3.4109, -1.2364, 0.1954], [-4.6672, 5.6578, -4.7870], [0.9032, -2.0082, 4.1718], [-2.6607, -0.5536, -3.6288], [-5.5239, 5.5961, 1.2737], [-4.9972, 7.7272, -8.7249], [1.6221, 1.8068, 4.1650], [1.1297, -8.7819, 4.1646], [0.9758, 6.0023, 3.6614], [-0.0422, -9.7896, -3.1095], [-3.4102, 0.7195, -2.6543], [-0.3434, -7.3360, 4.6393], [-6.9214, 9.1082, -7.6650], [6.6330, -6.0090, -0.4433], [-7.3990, 9.7889, 0.9027], [8.2470, -4.5553, -5.4090], [0.4804, -2.0063, 3.1672], [-1.7242, 0.3948, 6.3743], [7.0436, -4.3860, 1.2027], [3.5520, 0.2788, -1.5904], [6.3505, -3.7199, 0.7049], [4.0570, 0.3494, 1.5885], [-5.1987, 10.1351, 4.3247], [8.6341, -4.9971, 2.9685], [-0.8906, -3.0016, 1.8876], [1.0820, -1.1625, -0.2211], [-2.1717, -0.8242, -1.1624], [-3.5668, -2.3193, 0.2397], [-2.5685, 0.3387, 9.1146], [-3.9127, 5.9888, -7.1343], [-4.2735, 3.9402, -9.2619], [-3.1623, -0.3481, -2.6807], [0.8069, 6.8812, 4.8446], [0.2986, 6.4176, 5.9848], [-1.2568, 0.4529, -0.5464], [-3.4531, 2.4736, -1.1402], [-5.1209, 6.3904, -5.4436], [-6.2263, 7.1964, -4.8717], [-7.4948, 10.9972, 1.7600], [1.7197, 1.7799, -0.4039], [-6.2335, 2.5845, -9.8369], [-4.1675, 4.3876, -10.6703], [2.6784, 0.3887, 2.2785], [-8.1749, 11.7703, 1.4257], [6.3819, -4.4081, -3.5782], [-5.3731, 3.0079, -8.9150], [5.2098, -6.3991, -2.7203], [7.9710, -6.8962, -5.4849], [2.2497, 1.3884, 2.1382], [-3.7729, 3.7186, 0.9933], [-6.0325, 4.6327, -2.1077], [3.5352, -8.0322, 4.4784], [-0.7242, -8.9133, -0.8779], [0.4712, -0.7421, 2.3230], [2.7321, -8.4467, -0.6541], [2.7214, 0.0949, 3.6326], [0.2330, 0.0030, -1.9514], [2.9682, -10.1814, 3.7115], [8.1752, -6.6562, 1.2171], [-7.0433, 1.9036, -9.6079], [-0.5792, 4.5674, 7.1548], [-4.3692, -0.7358, 0.0461], [-5.4305, 2.6976, -7.8790], [-6.1286, 3.0303, -11.2504], [-5.0144, 3.5634, -2.2277], [4.1452, -8.9218, -2.1586], [-4.9698, 4.2778, -12.6278], [0.2094, -4.1442, 2.8999], [2.8858, 0.0993, -2.4448], [4.5862, -8.2840, 4.4136], [0.3088, -8.9399, -1.2011], [-1.1699, -2.3819, -1.4963], [-6.4672, 8.3795, -7.0058], [0.6731, -9.4076, -2.3920], [-3.4894, 4.3256, -8.4181], [1.0420, 0.9651, -0.1511], [-1.4373, -0.4998, 8.6379], [7.5659, -3.0914, 2.7968], [-6.4740, 8.7138, 1.3368], [-2.9219, 0.3143, 10.2699], [4.7849, 0.0874, 2.3636], [7.6628, -5.5291, -4.9841], [7.3309, -7.9657, -5.0154], [-6.8326, 11.9803, 3.5162], [-0.0444, 0.7768, -1.2283], [-3.3307, 1.8544, 6.1019], [0.4493, -9.5707, 3.8717], [5.6913, -8.7885, -3.5217], [-6.7784, 11.1092, 2.8757], [1.3124, -8.4202, -0.2412], [7.6904, -4.0533, 2.3158], [4.1786, -0.6298, 0.5738], [3.0081, 0.3214, 6.4398], [-0.9587, -1.1259, 9.3801], [1.1191, 7.9104, 4.7240], [4.2049, -1.4960, -3.4362], [-0.2265, -1.0770, 7.0011], [-8.0519, 9.6829, -0.1132], [-5.0813, 8.0481, 2.7831], [8.7398, -6.9670, -6.2437], [0.2259, 0.1761, 2.8578], [5.7019, 0.0509, -1.2530], [-5.8529, 10.0318, 3.3093], [-0.5996, -2.6983, -0.6129], [-6.8688, 8.2045, -5.7495], [-4.3616, 3.9225, 0.1076], [-0.1197, 5.0006, 6.1218], [-2.8522, 1.2297, 6.8454], [1.7501, 1.6081, 6.4428], [3.3642, 1.8502, 4.5027], [1.3125, 0.0302, 5.8528], [-6.5940, 7.0375, -3.7242], [2.5783, -9.0986, 4.0836], [-4.1223, -0.8752, -2.6354], [1.4377, 6.4148, 2.6205], [-0.0981, -3.1399, 2.6235], [2.4237, -9.8513, -3.8973], [-7.6736, 8.7800, -5.3100]],
  "forces_ev_per_a": [[-0.0250, 0.0132, 0.0233], [-0.0573, 0.0106, 0.0310], [0.0032, 0.0090, -0.0241], [0.0120, 0.0685, 0.1331], [-0.0040, 0.0224, -0.0714], [-0.0758, 0.0417, 0.0147], [0.0033, -0.0117, 0.0197], [-0.0145, -0.0103, -0.0017], [-0.0131, 0.0018, 0.0201], [-0.0105, 0.0446, -0.0374], [-0.0147, 0.0072, -0.0227], [0.0278, 0.0724, -0.0993], [-0.0337, 0.0508, 0.0632], [-0.0184, -0.0209, 0.0133], [-0.2081, 0.0965, 0.0531], [0.0190, -0.2700, -0.3116], [-0.0101, -0.0053, -0.0004], [-0.0016, 0.0155, 0.0398], [-0.2823, 0.3150, -0.6172], [-0.0170, -0.0639, 0.0651], [0.0987, -0.2499, -0.3059], [-0.0035, 0.0041, -0.0106], [0.1000, 0.0244, -0.1504], [-0.0214, -0.0070, 0.0052], [-0.0043, -0.1291, -0.0205], [0.0386, -0.0292, -0.0209], [-0.0020, 0.1061, -0.0697], [-0.2924, 0.0919, 0.0086], [-0.0080, -0.0110, 0.0209], [-0.0083, -0.1501, 0.0456], [0.0422, 0.0028, -0.0014], [0.0112, 0.0248, 0.0221], [0.1014, -0.0017, -0.1698], [0.0529, 0.0291, 0.0270], [0.0106, -0.0056, 0.0323], [0.1065, 0.0434, 0.1459], [-0.0115, 0.0093, -0.0170], [-0.0130, -0.0159, -0.0073], [0.0443, -0.0204, -0.0092], [-0.0166, -0.0191, 0.0141], [0.2102, 0.0256, -0.0823], [-0.0968, 0.0965, 0.1193], [0.0093, -0.1222, -0.0756], [-0.0324, -0.0314, -0.0568], [0.0667, -0.0286, 0.0719], [0.1008, 0.4852, 0.6523], [0.3355, 0.1170, -0.7372], [0.0477, -0.1511, 0.1341], [-0.4234, 0.4198, 0.2062], [0.2010, 0.2073, -0.1184], [0.0363, 0.0997, 0.0380], [0.0077, -0.3736, 0.2191], [-0.1805, -0.1558, 0.0273], [-0.3033, -0.0668, -0.0814], [0.1360, 0.7362, -0.0388], [-0.3423, 0.2969, -0.2830], [-0.0292, 0.0117, 0.0214], [0.0112, -0.0341, -0.0115], [0.1521, 0.0550, 0.2823], [0.0079, -0.0286, -0.0265], [0.7071, 0.0204, 0.0636], [-0.0099, -0.0043, 0.0042], [0.6381, -0.1060, -0.5499], [-0.1280, -0.0216, 0.0161], [0.0179, 0.0129, -0.0341], [-0.0156, -0.0243, -0.0234], [0.1293, -0.2472, -0.3264], [-0.0411, 0.0997, 0.0409], [0.0091, 0.0642, -0.0197], [0.0294, -0.0170, -0.0191], [0.0366, -0.0999, -0.0977], [0.0072, 0.0234, 0.0112], [0.0199, -0.0082, -0.0228], [-0.0524, 0.0057, -0.0037], [-0.0093, 0.0112, -0.0122], [0.0052, -0.0129, -0.0124], [-1.3362, -1.7231, -1.0391], [-0.0807, 0.0234, 0.0472], [-0.0087, 0.0297, 0.0705], [0.4767, -0.0977, 0.0633], [0.0130, 0.0250, 0.0429], [0.6835, 0.1053, 0.1433], [0.0181, 0.0057, 0.0130], [0.0364, 0.0000, 0.0145], [0.6253, -0.2339, -0.4884], [0.0812, 0.1054, 0.1290], [-1.3190, -0.3860, 0.1890], [-0.1461, 0.1170, -0.1169], [-0.0232, 0.0261, 0.0181], [0.0192, 0.0137, -0.0228], [0.0122, 0.0222, -0.0281], [0.2661, 0.2860, 0.2135], [-0.0270, -0.0131, 0.0683], [0.0275, 0.0341, -0.0485], [0.3640, -0.8002, -0.5948], [0.0115, 0.0034, 0.0043], [-0.0172, 0.0163, -0.0212], [-0.0073, 0.0189, 0.0058], [0.0228, 0.0319, 0.0574], [0.1423, -0.2119, -0.0509], [0.0227, 0.0069, 0.0704], [-0.0093, -0.0007, -0.0615], [0.5733, 0.6589, 0.3162], [-0.0099, -0.0183, -0.0246], [0.2019, -0.2266, -0.2481], [-0.0488, -0.0345, 0.0004], [0.0215, -0.0219, 0.0189], [-0.0436, -0.0587, 0.0573], [-0.3505, -0.3306, -0.1626], [-0.0235, 0.0235, 0.0215], [-0.0005, -0.1618, 0.1285], [0.0108, 0.0866, 0.0065], [0.0078, -0.0009, 0.0312], [-1.1503, -0.6921, 0.6598], [0.0041, 0.0038, -0.0439], [-0.0430, -0.2636, -0.1497], [0.0471, 0.1779, -0.1171], [0.0257, -0.0396, -0.0352], [0.0343, -0.0251, 0.0331], [-0.0143, 0.0029, -0.0365], [-0.0017, -0.0615, 0.0207], [0.0863, -0.0180, 0.1627], [0.0270, 0.0195, 0.0067], [-0.0094, 0.0068, -0.0281], [-0.0408, 0.0087, -0.0106], [-0.2175, -0.0761, -0.0597], [-0.0312, -0.0135, -0.0071], [-0.6377, 0.1440, 0.6109], [-0.1428, 0.2033, 0.2360], [-0.0079, -0.0394, -0.0008], [-0.0270, -0.0172, -0.0454], [0.2582, 0.4480, 0.0200], [-0.0350, 0.0159, 0.0415], [-0.0551, 0.0261, 0.0474], [0.0514, -0.1258, -0.0405], [-0.4006, -0.1519, 0.2399], [0.0639, -0.0235, -0.0463], [0.0352, -0.0076, 0.0255], [0.0134, 0.0543, 0.0116], [-0.0002, -0.0123, 0.0223], [-0.0959, -0.0868, -0.1721], [-0.0112, 0.0071, -0.0138], [0.0450, 0.0055, -0.0396], [0.0217, -0.0134, 0.0217], [-0.0676, 0.9250, 0.7800], [0.0160, -0.0053, -0.0167], [0.0284, -0.0139, -0.0220], [0.2997, -0.1743, -0.1818], [-0.0447, 0.0195, -0.0464], [0.0125, -0.0058, 0.0342], [-0.0508, 0.0182, -0.0536], [-0.7509, -0.2325, 0.5362], [-0.1358, -0.0677, -0.0036], [-0.0235, 0.0086, 0.0231], [0.0017, -0.0019, -0.0296], [0.1137, -0.1958, 0.1266], [-0.0461, -0.0376, 0.0037], [-0.0039, -0.0035, -0.0071], [-0.0159, -0.0092, 0.0139], [0.0042, 0.0326, 0.0011], [0.3303, -0.0399, 0.0334], [-0.0872, -0.1692, -0.1173], [0.0044, -0.0026, 0.0097], [-0.0306, -0.0524, -0.1969], [-0.0089, 0.0330, -0.0505], [0.0427, -0.0504, -0.0189], [-0.0080, 0.0646, 0.0209], [-0.0163, 0.0089, 0.0201], [0.2838, -0.1623, 0.1371], [-0.1384, -0.0372, 0.0169], [0.2599, -0.1282, 0.0950], [-0.0256, 0.1029, -0.1021], [-0.0465, 0.0136, -0.0239], [0.2086, -0.0824, -0.1573], [0.0250, -0.0300, -0.0195], [1.1528, 2.1506, 0.9251], [-0.0311, 0.0244, -0.0049], [0.0070, -0.0158, 0.0336]],
  "charge": 1,
  "homo_lumo_gap_ev": 7.76,
  "e_homo_ev": -11.24,
  "largest_force_ha_per_bohr": 0.0507,
  "e_tot_ha": -7627.3531,
  "relative_energy_kj_mol": 0.0
}